This record from the OMol25 dataset describes a cluster of 2 separate species, CHN3O3 in total in a non-equilibrium geometry. The level of theory is wB97M-V/def2-TZVPD.

Each line ends with the Löwdin charge.
Cartesian coordinates (Å):
C (-0.38, 0.47, -1.08)  -0.18
N (0.70, -0.71, 2.30)  0.27
N (0.42, 1.56, -1.15)  -0.12
N (-0.14, -0.36, -0.04)  -0.07
O (0.01, -1.59, 2.09)  0.07
O (1.34, 1.67, -0.36)  -0.06
O (-0.81, -1.35, 0.26)  -0.07
H (-1.14, 0.31, -2.01)  0.16

## Properties
energy relative to the best compared isomer or geometry (same formula, charge and spin)	106.6	kcal/mol
HOMO level (spin up / spin down)	-8.47 / -8.50	eV
total energy	-11657.2103	eV
LUMO level (spin up / spin down)	-1.93 / -1.92	eV
gap between HOMO and LUMO (spin up / spin down)	6.5420 / 6.5813	eV
total charge	0

This record from the OMol25 dataset describes a structure of composition C51H107ClF3O34Sr in a non-equilibrium geometry. The level of theory is wB97M-V/def2-TZVPD.

Each line ends with the Löwdin charge.
Cartesian coordinates (Å):
Sr (-1.82, 1.15, -0.68)  1.63
Cl (-0.24, -1.60, 0.19)  0.70
O (0.86, -1.81, 1.06)  -0.27
O (-1.38, -1.04, 0.93)  -0.40
O (0.08, -0.57, -0.86)  -0.47
O (-0.61, -2.83, -0.45)  -0.29
C (3.99, 2.12, 3.75)  -0.08
O (3.29, 0.87, 3.74)  -0.20
C (3.42, 0.00, 2.65)  -0.20
C (4.77, -0.64, 2.42)  -0.17
O (5.74, 0.34, 2.11)  -0.17
C (6.96, -0.20, 1.71)  -0.22
C (7.95, 0.83, 1.24)  -0.27
O (8.12, 1.82, 2.16)  -0.16
C (8.80, 1.35, 3.35)  -0.05
H (3.26, 2.85, 3.45)  0.07
H (4.98, 2.19, 3.23)  0.08
H (4.28, 2.26, 4.86)  0.11
H (3.02, 0.49, 1.73)  0.12
H (2.72, -0.83, 2.84)  0.12
H (4.69, -1.41, 1.63)  0.12
H (5.10, -1.11, 3.36)  0.14
H (6.77, -0.84, 0.79)  0.15
H (7.33, -0.89, 2.44)  0.12
H (7.64, 1.40, 0.38)  0.11
H (8.82, 0.25, 0.84)  0.15
H (9.63, 0.72, 3.12)  0.08
H (8.01, 0.89, 3.97)  0.10
H (9.21, 2.19, 3.86)  0.08
C (-4.19, 3.07, -2.91)  -0.07
O (-4.08, 2.45, -1.62)  -0.25
C (-5.30, 1.92, -1.29)  -0.24
C (-5.27, 1.46, 0.17)  -0.16
O (-4.14, 0.65, 0.39)  -0.26
C (-4.35, -0.81, 0.23)  -0.11
C (-4.25, -1.26, -1.24)  -0.14
O (-2.95, -0.94, -1.78)  -0.30
C (-2.80, -1.35, -3.15)  -0.06
H (-5.02, 3.84, -2.96)  0.11
H (-4.48, 2.32, -3.75)  0.12
H (-3.22, 3.49, -3.24)  0.09
H (-5.64, 1.09, -1.98)  0.15
H (-6.01, 2.72, -1.29)  0.12
H (-6.18, 0.97, 0.42)  0.11
H (-5.18, 2.38, 0.80)  0.15
H (-5.31, -1.06, 0.72)  0.10
H (-3.58, -1.25, 0.84)  0.09
H (-5.04, -0.92, -1.93)  0.13
H (-4.38, -2.35, -1.29)  0.09
H (-2.95, -2.45, -3.19)  0.09
H (-1.82, -1.11, -3.58)  0.07
H (-3.51, -0.87, -3.84)  0.09
C (5.10, 4.63, -0.02)  -0.07
O (3.91, 3.89, -0.09)  -0.18
C (4.02, 2.54, 0.20)  -0.23
C (4.72, 1.82, -0.92)  -0.20
O (4.10, 2.11, -2.15)  -0.13
C (4.93, 1.68, -3.27)  -0.15
C (6.12, 2.57, -3.63)  -0.28
O (5.69, 3.86, -3.87)  -0.17
C (6.80, 4.67, -4.28)  -0.08
H (5.76, 4.26, 0.73)  0.08
H (4.86, 5.67, 0.13)  0.09
H (5.69, 4.56, -0.96)  0.09
H (3.03, 2.09, 0.38)  0.12
H (4.57, 2.39, 1.13)  0.10
H (4.71, 0.75, -0.63)  0.14
H (5.77, 2.17, -0.90)  0.11
H (4.28, 1.74, -4.22)  0.14
H (5.20, 0.60, -3.12)  0.14
H (6.62, 2.19, -4.55)  0.14
H (6.86, 2.42, -2.85)  0.11
H (7.17, 4.36, -5.31)  0.11
H (7.64, 4.51, -3.59)  0.08
H (6.47, 5.70, -4.19)  0.09
C (-1.54, -6.24, 1.64)  -0.12
O (-2.69, -5.71, 1.02)  -0.19
C (-2.99, -4.43, 1.54)  -0.19
C (-4.46, -4.07, 1.63)  -0.12
O (-4.99, -3.69, 0.32)  -0.16
C (-6.28, -3.91, -0.09)  -0.25
C (-7.40, -3.19, 0.55)  -0.18
O (-7.39, -1.76, 0.27)  -0.21
C (-8.30, -1.00, 1.05)  -0.12
H (-1.82, -6.76, 2.58)  0.10
H (-0.68, -5.53, 1.76)  0.10
H (-1.05, -6.99, 0.96)  0.09
H (-2.48, -3.63, 1.01)  0.11
H (-2.66, -4.39, 2.58)  0.12
H (-4.58, -3.27, 2.34)  0.10
H (-5.04, -4.94, 2.04)  0.15
H (-6.54, -4.98, 0.04)  0.15
H (-6.25, -3.62, -1.11)  0.11
H (-7.39, -3.38, 1.64)  0.13
H (-8.36, -3.72, 0.15)  0.16
H (-8.08, -0.99, 2.18)  0.11
H (-9.33, -1.35, 0.96)  0.09
H (-8.23, 0.01, 0.70)  0.06
C (-4.17, -0.23, -6.73)  -0.04
O (-3.02, 0.70, -6.65)  -0.20
C (-2.14, 0.54, -7.67)  -0.25
C (-1.44, -0.82, -7.64)  -0.21
O (-0.76, -1.04, -6.42)  -0.16
C (-0.27, -2.40, -6.34)  -0.17
C (0.95, -2.50, -5.45)  -0.25
O (2.17, -2.08, -5.94)  -0.17
C (2.50, -0.70, -5.74)  -0.07
H (-3.84, -1.19, -6.37)  0.07
H (-4.61, -0.28, -7.72)  0.09
H (-4.82, 0.25, -5.98)  0.09
H (-1.37, 1.31, -7.62)  0.12
H (-2.69, 0.62, -8.65)  0.14
H (-0.72, -0.86, -8.42)  0.12
H (-2.20, -1.58, -7.83)  0.12
H (-0.08, -2.81, -7.31)  0.12
H (-1.16, -3.03, -5.92)  0.16
H (1.06, -3.56, -5.20)  0.13
H (0.74, -2.06, -4.41)  0.13
H (2.16, -0.40, -4.77)  0.05
H (1.85, -0.11, -6.44)  0.10
H (3.57, -0.68, -5.85)  0.09
C (-2.06, 1.47, 2.84)  -0.05
O (-1.61, 2.36, 1.81)  -0.24
C (-0.45, 3.12, 2.14)  -0.16
C (0.03, 3.87, 0.90)  -0.14
O (0.17, 2.91, -0.14)  -0.22
C (1.00, 3.18, -1.19)  -0.18
C (0.87, 2.09, -2.24)  -0.20
O (-0.46, 1.97, -2.73)  -0.30
C (-0.48, 1.34, -4.09)  -0.01
H (-1.34, 0.72, 2.97)  0.07
H (-2.99, 1.03, 2.50)  0.08
H (-2.18, 1.99, 3.78)  0.10
H (0.37, 2.49, 2.39)  0.12
H (-0.61, 3.85, 2.93)  0.14
H (0.96, 4.24, 1.23)  0.13
H (-0.62, 4.69, 0.63)  0.14
H (2.03, 3.16, -0.86)  0.09
H (0.66, 4.16, -1.53)  0.16
H (1.13, 1.08, -1.88)  0.11
H (1.56, 2.40, -3.00)  0.13
H (0.36, 0.73, -4.24)  0.04
H (-0.41, 2.07, -4.95)  0.11
H (-1.45, 0.88, -4.24)  0.07
C (3.95, 6.29, 5.38)  -0.09
O (2.62, 5.78, 5.36)  -0.21
C (2.23, 5.15, 6.54)  -0.22
C (0.73, 4.71, 6.36)  -0.09
O (0.56, 3.50, 5.51)  -0.16
C (0.02, 2.37, 6.12)  -0.21
C (0.53, 1.11, 5.38)  -0.11
O (-0.55, 0.13, 5.21)  -0.25
C (-0.28, -1.20, 5.02)  -0.12
H (4.62, 5.46, 5.33)  0.07
H (4.12, 6.91, 6.26)  0.08
H (4.12, 6.95, 4.49)  0.10
H (2.34, 5.94, 7.33)  0.13
H (2.90, 4.36, 6.82)  0.11
H (0.13, 5.55, 5.87)  0.15
H (0.35, 4.43, 7.33)  0.10
H (-1.10, 2.37, 6.06)  0.12
H (0.18, 2.29, 7.15)  0.10
H (1.34, 0.58, 5.88)  0.12
H (0.88, 1.37, 4.33)  0.12
H (-1.12, -1.63, 4.51)  0.08
H (-0.04, -1.66, 5.97)  0.09
H (0.58, -1.38, 4.38)  0.08
C (2.79, -3.30, -1.99)  -0.07
C (1.94, -4.49, -1.54)  -0.30
O (2.07, -4.49, -0.18)  0.12
C (3.20, -3.78, 0.20)  -0.52
O (3.65, -3.71, 1.25)  0.22
O (3.59, -2.98, -0.87)  0.06
F (2.60, -5.62, -2.04)  0.03
H (2.13, -2.40, -2.21)  0.15
H (3.38, -3.59, -2.82)  0.12
H (0.95, -4.49, -1.84)  0.13
C (-3.34, -7.38, -1.87)  -0.03
C (-2.02, -6.68, -2.28)  -0.29
O (-2.40, -5.39, -2.50)  0.15
C (-3.71, -5.23, -2.39)  -0.53
O (-4.30, -4.20, -2.61)  0.14
O (-4.31, -6.41, -2.23)  0.10
F (-1.53, -7.12, -3.50)  0.05
H (-3.27, -7.48, -0.77)  0.13
H (-3.47, -8.35, -2.32)  0.14
H (-1.22, -6.67, -1.57)  0.15
C (-3.64, -0.57, 6.22)  -0.01
C (-4.80, 0.46, 6.08)  -0.28
O (-5.49, -0.01, 4.96)  0.13
C (-4.57, -0.69, 4.17)  -0.50
O (-4.80, -1.00, 3.01)  0.14
O (-3.46, -0.91, 4.84)  0.07
F (-4.26, 1.71, 5.88)  0.06
H (-3.97, -1.46, 6.75)  0.14
H (-2.70, -0.16, 6.58)  0.13
H (-5.50, 0.48, 6.88)  0.16

## Properties
HOMO level	-10.98	eV
total energy	-145726.8169	eV
LUMO level	-1.33	eV
gap between HOMO and LUMO	9.6530	eV
total charge	+1